Record 1
A molecular structure, C35H26BrP2PdS2 in a non-equilibrium geometry, computed with the ωB97M-V functional and the def2-TZVPD basis.

Geometry as XYZ:
```
67
Properties=species:S:1:pos:R:3:forces:R:3:mulliken_charge:R:1
Pd 0.010 -2.147 -0.583 0.063 0.466 0.904 -0.81
S 2.740 -1.207 -0.384 -0.052 -0.665 -0.049 -0.63
P 1.631 0.432 -0.421 -1.408 -0.214 -0.639 1.39
C 0.050 -0.126 -0.820 -0.181 1.021 0.886 -0.32
P -1.567 0.384 -0.502 1.444 0.030 -0.966 1.27
S -2.669 -1.260 -0.566 0.141 -0.722 0.181 -0.60
C -1.853 1.399 0.985 0.112 -0.311 -0.215 0.10
C -1.418 2.720 1.014 -0.049 -0.166 -0.071 0.06
C -1.499 3.440 2.188 0.049 0.212 0.135 -0.82
C -2.000 2.844 3.335 0.016 0.065 0.091 -0.49
C -2.419 1.524 3.308 0.021 0.049 0.191 -0.68
C -2.344 0.797 2.136 0.000 0.010 -0.127 -0.55
C -2.085 1.491 -1.857 -0.005 -0.091 0.194 0.07
C -3.192 2.323 -1.765 0.107 -0.061 0.008 -0.31
C -3.572 3.076 -2.860 -0.179 0.182 -0.064 -0.65
C -2.855 2.998 -4.044 -0.027 0.059 -0.120 -0.46
C -1.756 2.159 -4.140 -0.086 0.125 -0.132 -0.70
C -1.377 1.403 -3.049 0.193 -0.047 0.060 -0.33
C 1.943 1.402 1.095 -0.074 -0.330 -0.274 0.15
C 1.247 1.037 2.239 -0.047 0.029 -0.066 0.26
C 1.546 1.620 3.453 -0.025 -0.002 0.080 -0.56
C 2.545 2.575 3.525 0.062 0.104 0.095 -0.60
C 3.239 2.946 2.383 0.137 0.180 0.118 -0.64
C 2.948 2.359 1.167 -0.138 -0.060 -0.050 -0.47
C 2.057 1.588 -1.764 -0.027 0.017 0.026 0.29
C 1.616 2.910 -1.725 0.131 -0.301 0.141 -0.03
C 1.707 3.702 -2.851 -0.044 0.247 -0.251 -0.95
C 2.218 3.180 -4.031 -0.013 0.066 -0.028 -0.45
C 2.656 1.865 -4.075 -0.015 0.095 -0.160 -0.59
C 2.570 1.069 -2.949 0.115 -0.019 0.238 -0.65
H -1.008 3.169 0.119 -0.016 0.059 -0.058 0.43
H -1.155 4.465 2.220 0.019 0.067 -0.004 0.40
H -2.047 3.407 4.256 -0.022 0.055 0.077 0.40
H -2.790 1.056 4.207 -0.064 -0.044 0.117 0.42
H -2.647 -0.240 2.099 -0.070 -0.070 -0.034 0.52
H -3.745 2.376 -0.835 -0.075 0.040 0.028 0.43
H -4.431 3.731 -2.794 -0.057 0.038 0.001 0.38
H -3.155 3.591 -4.897 -0.035 0.060 -0.045 0.38
H -1.190 2.100 -5.060 0.014 -0.005 -0.051 0.42
H -0.519 0.741 -3.095 -0.011 0.009 0.054 0.41
H 0.467 0.293 2.166 -0.014 -0.027 -0.015 -0.19
H 1.002 1.327 4.339 -0.054 -0.015 0.095 0.47
H 2.790 3.033 4.472 0.015 0.056 0.095 0.38
H 4.014 3.696 2.443 0.080 0.059 0.029 0.39
H 3.493 2.642 0.277 0.059 -0.011 -0.012 0.45
H 1.199 3.304 -0.808 -0.029 0.075 0.037 0.40
H 1.365 4.729 -2.817 -0.029 0.024 -0.012 0.38
H 2.262 3.796 -4.919 0.040 0.047 -0.028 0.38
H 3.054 1.458 -4.995 0.016 -0.027 -0.052 0.40
H 2.892 0.035 -2.964 -0.001 -0.042 -0.010 0.34
Br -0.246 -2.334 2.252 0.081 -0.485 0.326 -0.05
C -0.088 -4.251 2.219 -0.027 0.355 0.433 1.06
C -0.047 -4.915 3.414 -0.021 0.450 -0.147 -0.75
C 0.041 -6.314 3.415 0.001 -0.313 -0.104 -0.48
C 0.057 -6.999 2.233 0.008 -0.095 0.245 -0.91
C 0.018 -6.324 0.997 -0.025 0.294 -0.001 0.88
C 0.035 -7.022 -0.225 0.015 -0.158 -0.272 -0.82
C 0.029 -6.336 -1.409 0.037 -0.230 -0.051 -0.64
C 0.019 -4.933 -1.428 -0.002 0.004 0.315 -0.07
C -0.013 -4.187 -0.261 -0.041 0.208 -1.192 -1.03
C -0.033 -4.898 0.969 0.030 -0.063 -0.262 0.77
H -0.079 -4.370 4.345 -0.009 0.072 0.044 0.40
H 0.090 -6.837 4.360 -0.021 -0.066 0.041 0.36
H 0.106 -8.080 2.225 0.016 -0.109 0.027 0.33
H 0.060 -8.105 -0.214 0.002 -0.021 0.030 0.31
H 0.043 -6.878 -2.347 0.002 -0.086 -0.031 0.35
H 0.043 -4.430 -2.399 -0.030 -0.080 0.252 0.38
```
Positions in Å, forces in eV/Å.

As for the HOMO energy: -3.9813 eV. The strongest force on any atom comes out at 1.7 eV/Å. The charge is -1. The value obtained for the energy relative to the best compared isomer or geometry (same formula, charge and spin) is 0.00 kcal/mol.

---

Record 2
A molecular structure, C35H26ClFIIrN4O4, computed with the ωB97M-V functional and the def2-TZVPD basis.

Geometry as XYZ:
```
73
Properties=species:S:1:pos:R:3:forces:R:3:mulliken_charge:R:1
Ir 0.046 0.184 0.491 -0.062 -0.053 -0.109 2.52
C -0.545 -0.652 3.502 0.081 0.005 0.044 -1.60
N -0.227 0.445 2.598 -0.024 -0.030 0.032 -0.19
C -0.115 1.664 3.053 -0.025 -0.039 0.047 -0.15
C 0.213 2.674 2.134 0.010 0.032 -0.062 0.40
C 0.448 4.080 2.291 0.002 -0.002 -0.015 -0.99
C 0.804 4.537 1.061 0.006 0.018 0.028 -0.58
C 0.776 3.395 0.175 -0.006 -0.051 0.010 -0.67
N 0.420 2.306 0.820 0.013 0.043 0.001 0.12
C -1.888 -1.256 3.163 -0.010 0.015 -0.018 0.91
C -1.974 -2.548 2.660 -0.007 0.016 -0.026 -0.43
C -3.215 -3.103 2.372 0.013 0.016 0.012 -0.67
C -4.373 -2.366 2.578 -0.009 -0.017 0.016 -0.65
C -4.290 -1.070 3.071 0.002 0.021 -0.013 -0.70
C -3.051 -0.518 3.361 0.001 -0.003 -0.024 -0.21
H -0.532 -0.302 4.539 0.008 0.008 -0.002 0.70
H 0.235 -1.403 3.370 -0.019 -0.003 -0.005 0.33
H -0.256 1.889 4.107 0.002 -0.008 0.001 0.43
H 0.365 4.637 3.210 -0.003 0.007 0.005 0.50
H 1.058 5.545 0.775 0.003 0.010 0.006 0.48
H 1.001 3.375 -0.881 -0.003 0.000 -0.007 0.55
H -1.067 -3.111 2.479 0.012 -0.006 0.001 0.37
H -3.274 -4.115 1.994 -0.005 -0.016 -0.004 0.49
H -5.341 -2.805 2.368 -0.006 -0.001 -0.009 0.47
H -5.191 -0.493 3.241 -0.003 0.002 0.006 0.48
H -2.990 0.495 3.746 -0.006 -0.003 0.015 0.43
Cl -6.683 -1.870 -1.081 -0.004 0.003 0.007 -0.21
C -5.327 -0.955 -0.587 0.004 -0.024 -0.018 1.12
C -5.538 0.298 -0.038 -0.001 0.022 0.015 -0.58
C -4.472 1.069 0.384 -0.022 -0.020 -0.016 -0.37
I -4.766 2.899 1.273 -0.006 0.012 -0.004 0.17
C -3.117 0.602 0.241 0.041 -0.024 0.015 0.37
O -2.135 1.287 0.549 -0.009 0.052 -0.012 -0.45
C -2.925 -0.750 -0.299 0.006 -0.012 -0.020 0.10
N -1.657 -1.193 -0.340 -0.003 0.035 -0.019 -0.42
C -1.427 -2.407 -0.822 -0.027 0.022 0.038 -0.11
C -2.453 -3.228 -1.298 0.001 -0.010 -0.002 -1.06
C -3.750 -2.790 -1.253 -0.007 -0.001 -0.001 -0.90
C -4.013 -1.515 -0.730 0.027 0.016 0.018 0.32
H -6.551 0.661 0.064 -0.001 0.001 0.003 0.48
H -0.408 -2.762 -0.803 0.019 -0.009 -0.003 0.34
H -2.203 -4.206 -1.684 0.002 -0.003 -0.002 0.49
H -4.563 -3.411 -1.603 -0.002 0.000 0.000 0.45
C 5.944 -4.599 -1.043 0.008 0.004 0.012 -1.83
C 6.440 -3.282 -0.465 0.012 -0.014 -0.013 0.54
C 7.558 -2.702 -1.317 0.006 -0.006 0.007 -0.96
C 8.086 -1.421 -0.699 0.000 -0.005 0.014 -1.01
C 6.962 -0.444 -0.491 0.007 -0.015 -0.010 1.06
C 7.199 0.910 -0.477 -0.009 0.006 0.008 -0.75
C 6.149 1.805 -0.293 -0.014 -0.018 -0.003 0.21
F 6.429 3.118 -0.284 0.005 0.015 0.000 -0.35
C 4.862 1.386 -0.134 0.018 0.006 0.008 -1.16
C 4.595 0.010 -0.147 -0.005 0.002 -0.030 0.36
C 3.212 -0.433 0.032 0.038 -0.069 -0.046 1.53
O 2.310 0.437 0.111 -0.064 0.011 0.090 -0.98
C 3.020 -1.837 0.071 -0.050 0.006 0.068 -0.32
C 4.091 -2.668 -0.138 0.002 0.012 0.001 -0.24
N 5.349 -2.274 -0.338 -0.021 0.001 -0.002 0.24
C 5.640 -0.907 -0.324 -0.014 -0.002 0.010 -0.79
C 1.701 -2.512 0.328 0.006 0.097 -0.100 -0.06
O 1.563 -3.691 0.028 0.021 -0.042 0.011 -0.74
O 0.774 -1.806 0.887 0.063 -0.029 0.073 -0.50
H 6.810 -5.228 -1.245 0.002 0.001 0.002 0.43
H 5.415 -4.437 -1.984 -0.002 -0.001 -0.005 0.39
H 5.299 -5.154 -0.366 -0.004 0.000 0.004 0.53
H 6.828 -3.453 0.544 0.000 0.006 -0.004 0.13
H 7.183 -2.518 -2.328 -0.004 0.006 0.001 0.34
H 8.350 -3.446 -1.393 0.000 0.001 -0.005 0.37
H 8.855 -0.969 -1.324 -0.006 0.002 -0.009 0.46
H 8.554 -1.649 0.264 0.005 0.004 -0.003 0.32
H 8.202 1.295 -0.613 0.006 -0.003 -0.001 0.52
H 4.051 2.085 0.002 0.000 0.002 -0.001 0.60
H 3.893 -3.729 -0.140 0.006 -0.002 -0.004 0.63
```
Positions in Å, forces in eV/Å.

As for the HOMO energy (spin up / spin down): -10.0624 / -10.3992 eV. The strongest force on any atom comes out at 0.1 eV/Å. The charge is +1. The value obtained for the energy relative to the best compared isomer or geometry (same formula, charge and spin) is 0.00 kcal/mol. As for the multiplicity: 6.

---

Which value of energy relative to the best compared isomer or geometry (same formula, charge and spin) does entry 2 give? 0.00 kcal/mol

---

The lowest charge belongs to which entry? C35H26BrP2PdS2